4 unconnected molecules or ions with the total composition C3H11NO2 in a non-equilibrium geometry, computed with ωB97M-V/def2-TZVPD.

Element x y z (Å)
C  -1.00126  0.64186  -2.19084
O  -2.01511  -0.17080  -2.59071
O  0.15813  0.23642  -2.11897
H  0.74636  -0.16822  -0.32271
H  -1.73026  -1.08732  -2.45943
H  -1.24075  1.66866  -2.50189
H  -1.53139  0.81226  -0.35679
C  0.39901  -1.40787  1.28914
C  1.23584  0.88971  1.36596
N  0.43353  -0.09721  0.65219
H  -0.90039  0.47359  0.21723
H  0.80758  1.05522  2.35574
H  2.27704  0.56914  1.48314
H  1.40056  -1.84008  1.40140
H  -0.20512  -2.08389  0.68585
H  -0.04965  -1.31694  2.27992
H  1.21586  1.82548  0.81077

Summary:
HOMO level: -0.31082 Eh
Calculated total energy: -8872.1552 eV
Energy relative to the best compared isomer or geometry (same formula, charge and spin): 2.3342 eV
Net charge: 0
2S+1: 1

Here are the Löwdin charges for atoms 1 to 5, given in e: C -0.468; O 0.030; O -0.038; H 0.075; H 0.113

***

A molecular structure, C3H11NO2 in a non-equilibrium geometry, computed with ωB97M-V/def2-TZVPD.

Element x y z (Å)
C  -1.09260  -0.25811  2.08573
C  0.09476  0.45772  1.41974
C  0.97737  -0.43498  0.62448
N  2.01840  0.02017  -0.21184
H  -1.54215  -1.01947  1.36832
H  -1.91561  0.37712  2.57281
H  -0.68653  -0.82822  2.93439
H  0.25925  1.52493  1.52110
H  1.18363  -1.38981  1.00587
H  1.58303  0.36360  -1.13231
H  2.79458  0.49426  0.15848
H  -0.82883  0.31688  -1.68794
H  -0.40787  1.47049  -2.78050
O  -0.00139  1.00322  -2.06978
H  -1.92023  -1.70940  -1.56786
H  -0.07173  0.01963  0.21649
O  -1.55530  -0.79685  -1.16841

Summary:
HOMO level: -0.29887 Eh
Calculated total energy: -8868.9223 eV
Energy relative to the best compared isomer or geometry (same formula, charge and spin): 5.5672 eV
Net charge: 0
2S+1: 1

Here are the Löwdin charges for atoms 1 to 5, given in e: C -0.075; C -0.007; C -0.154; N 0.048; H 0.096

***

2 unconnected molecules or ions with the total composition C3H11NO2S in a non-equilibrium geometry, computed with ωB97M-V/def2-TZVPD.

Element x y z (Å)
O  1.37751  -1.38230  -1.35785
C  0.94474  -0.35848  -0.49382
N  -0.34250  0.22407  -0.80893
C  -1.39674  -0.12700  0.20709
C  -2.80418  0.19909  -0.26169
S  -2.98206  1.81116  -1.04134
H  1.14886  -1.09204  -2.25564
H  1.01854  -0.57654  0.57632
H  1.67183  0.45359  -0.65172
H  -0.29256  1.21640  -0.62712
H  -1.22502  -1.13599  0.58424
H  -1.18869  0.48227  1.10867
H  -3.13368  -0.56950  -0.95281
H  -3.41114  0.27315  0.63417
H  -3.82658  1.49100  -1.98677
O  4.85940  -0.52215  2.20098
H  4.37221  -0.75544  2.98784
H  5.21003  0.36872  2.13838

Summary:
HOMO level: -0.33325 Eh
Calculated total energy: -19708.4981 eV
Energy relative to the best compared isomer or geometry (same formula, charge and spin): 1.0280 eV
Structure (SMILES): OCNCCS.O
Net charge: 0
2S+1: 1

Here are the Löwdin charges for atoms 1 to 5, given in e: O -0.050; C -0.336; N -0.066; C -0.296; C -0.555

***

2 unconnected molecules or ions with the total composition C3H11NO2S in a non-equilibrium geometry, computed with ωB97M-V/def2-TZVPD.

Element x y z (Å)
O  2.36753  -1.79698  0.11822
C  2.19443  -0.56282  0.77170
N  1.44842  0.40807  0.02447
C  0.01121  0.38939  0.18500
C  -0.59719  1.66453  -0.37623
S  -2.44570  1.44826  -0.65143
H  1.59900  -2.00974  -0.41877
H  1.71782  -0.74969  1.74459
H  3.19008  -0.14860  0.91222
H  1.91402  1.28711  0.19585
H  -0.41958  -0.46765  -0.33970
H  -0.28138  0.25582  1.22682
H  -0.58607  2.47288  0.34310
H  -0.23563  1.90922  -1.35791
H  -2.77805  2.05030  0.49308
O  -2.59352  -2.35807  -0.84470
H  -1.75391  -2.37639  -1.31474
H  -2.75149  -1.41563  -0.71157

Summary:
HOMO level: -0.35373 Eh
Calculated total energy: -19709.0051 eV
Energy relative to the best compared isomer or geometry (same formula, charge and spin): 0.5209 eV
Structure (SMILES): OCNCCS.O
Net charge: 0
2S+1: 1

Here are the Löwdin charges for atoms 1 to 5, given in e: O -0.044; C -0.316; N -0.065; C -0.316; C -0.484

***

2 unconnected molecules or ions with the total composition C3H11NO2Si in a non-equilibrium geometry, computed with ωB97M-V/def2-TZVPD.

Element x y z (Å)
C  0.56026  0.22960  -2.38813
Si  0.51559  0.13130  -0.49047
C  2.19114  0.81013  0.20469
O  -0.70714  1.09350  0.07499
O  0.31032  -1.45568  -0.09290
H  -0.30663  0.24542  -2.86697
H  1.04517  1.00917  -2.77323
H  1.03713  -0.53251  -2.95400
H  2.42607  0.31903  1.24363
H  3.06172  0.40357  -0.32396
H  2.14484  1.96245  0.13204
H  -0.39059  1.72656  0.62001
H  0.27475  -1.68403  0.86812
C  -2.70707  -0.96421  2.14553
N  -1.84350  -1.87448  2.11963
H  -3.74279  -0.83801  2.38880
H  -2.22791  -0.05329  1.71333
H  -2.31390  -2.74718  2.24245

Summary:
HOMO level: -0.37393 Eh
Calculated total energy: -16753.1979 eV
Energy relative to the best compared isomer or geometry (same formula, charge and spin): 2.1794 eV
Structure (SMILES): C[Si](C)(O)O.C=N
Net charge: 0
2S+1: 1

Here are the Löwdin charges for atoms 1 to 5, given in e: C -0.114; Si 0.329; C -0.174; O -0.099; O -0.158

***

2 unconnected molecules or ions with the total composition C3H11NO3 in a non-equilibrium geometry, computed with ωB97M-V/def2-TZVPD.

Element x y z (Å)
N  -0.22755  0.55767  0.94952
C  0.20613  -0.58129  0.12196
C  1.13662  -1.47402  0.97560
O  2.25432  -0.77307  1.45453
C  -1.00028  -1.38877  -0.32311
O  -1.67834  -0.66465  -1.35529
H  -0.05074  1.43946  0.49604
H  -1.22198  0.51265  1.10011
H  0.75116  -0.25224  -0.75519
H  1.49052  -2.27394  0.31905
H  0.53150  -1.87245  1.80038
H  1.98621  0.12558  1.68285
H  -1.63930  -1.58204  0.55216
H  -0.71478  -2.35253  -0.74336
H  -2.63237  -0.62698  -1.20967
O  -0.39914  3.65822  -1.60651
H  -0.34920  3.30780  -0.71003
H  -0.72708  2.92959  -2.14161

Summary:
HOMO level: -0.36093 Eh
Calculated total energy: -10921.3442 eV
Energy relative to the best compared isomer or geometry (same formula, charge and spin): 1.6614 eV
Structure (SMILES): NC(CO)CO.O
Net charge: 0
2S+1: 1

Here are the Löwdin charges for atoms 1 to 5, given in e: N 0.062; C -0.364; C -0.249; O -0.061; C -0.234

***

3 unconnected molecules or ions with the total composition C3H11NO3 in a non-equilibrium geometry, computed with ωB97M-V/def2-TZVPD.

Element x y z (Å)
C  0.55255  -3.19578  -1.06997
C  -0.61592  -2.36714  -0.49398
C  -0.46427  -0.86586  -0.59845
N  -0.07834  -0.45552  -1.85219
O  -0.85115  -0.09786  0.25427
H  1.52161  -2.72117  -0.96029
H  0.37437  -3.57666  -2.07091
H  0.66269  -4.09249  -0.45265
H  -1.53042  -2.72441  -0.95308
H  -0.72394  -2.66104  0.55146
H  0.58113  -1.07007  -2.29570
H  -0.11559  0.53268  -2.01386
O  -0.20844  4.26931  1.46525
H  0.17169  4.98750  1.98121
H  0.03528  3.46984  1.96150
O  1.15551  1.63915  1.59574
H  1.13901  1.19536  2.45167
H  0.49402  1.13704  1.09254

Summary:
HOMO level: -0.37931 Eh
Calculated total energy: -10922.5455 eV
Energy relative to the best compared isomer or geometry (same formula, charge and spin): 0.4601 eV
Structure (SMILES): CCC(N)=O.O.O
Net charge: 0
2S+1: 1

Here are the Löwdin charges for atoms 1 to 5, given in e: C -0.108; C -0.157; C -0.533; N 0.172; O 0.048

***

3 unconnected molecules or ions with the total composition C3H11NO4 in a non-equilibrium geometry, computed with ωB97M-V/def2-TZVPD.

Element x y z (Å)
N  0.71234  1.65000  -0.23191
C  0.24771  0.40739  -0.02521
O  0.85427  -0.59322  -0.42125
C  -0.95264  0.22339  0.85779
C  -2.29576  0.75492  0.38292
O  -3.47257  0.09907  0.76983
H  1.53326  1.68847  -0.78023
H  0.18609  2.48831  -0.07516
H  -1.08069  -0.85943  0.99612
H  -0.74628  0.42582  1.91947
H  -2.44030  1.82920  0.53211
H  -2.20978  0.69661  -0.71699
H  -3.29181  -0.75448  1.17571
O  3.00607  0.35471  -1.73313
H  3.24998  0.04252  -0.85374
H  2.08075  0.04556  -1.75607
O  1.76223  -3.17334  0.03093
H  1.28601  -2.66106  0.69328
H  1.57113  -2.66445  -0.76447

Summary:
HOMO level: -0.39267 Eh
Calculated total energy: -12969.4989 eV
Energy relative to the best compared isomer or geometry (same formula, charge and spin): 1.5608 eV
Structure (SMILES): NC(=O)CCO.O.O
Net charge: 0
2S+1: 1

Here are the Löwdin charges for atoms 1 to 5, given in e: N 0.210; C -0.498; O 0.003; C -0.102; C -0.281

***

3 unconnected molecules or ions with the total composition C3H11NO4 in a non-equilibrium geometry, computed with ωB97M-V/def2-TZVPD.

Element x y z (Å)
C  0.53056  -0.67520  0.77787
C  -0.47509  0.31632  0.12580
N  -0.35302  1.76113  0.26823
C  -0.15615  -0.00326  -1.29934
O  0.64364  0.44937  -2.03981
O  -0.74621  -1.23279  -1.81885
H  0.66427  -0.56286  1.85692
H  0.26743  -1.77217  0.56728
H  1.59047  -0.69577  0.37756
H  -1.60549  0.12049  0.35611
H  -0.73342  2.06572  1.13201
H  0.62725  2.12153  0.30939
H  -1.33833  -1.08540  -2.54101
O  -2.98777  -1.66239  0.22313
H  -2.09564  -1.82274  -0.16904
H  -3.64757  -2.35352  0.04915
O  3.09691  2.10893  0.52565
H  2.90847  1.40331  1.20056
H  3.80970  1.51929  0.09837

Summary:
HOMO level: -0.35890 Eh
Calculated total energy: -12968.4755 eV
Energy relative to the best compared isomer or geometry (same formula, charge and spin): 2.5842 eV
Structure (SMILES): C[C@@H](N)C(=O)O.O.O
Net charge: 0
2S+1: 1

Here are the Löwdin charges for atoms 1 to 5, given in e: C -0.054; C -0.354; N 0.055; C -0.459; O 0.157

***

2 unconnected molecules or ions with the total composition C3H11NOS in a non-equilibrium geometry, computed with ωB97M-V/def2-TZVPD.

Element x y z (Å)
C  -0.41799  -0.45465  -2.09370
N  0.30594  -0.44665  -0.80115
C  -0.62445  -0.63979  0.32124
C  0.16277  -0.70410  1.66070
S  -0.39981  0.50596  2.92423
H  -1.05120  0.46453  -2.18756
H  -1.09402  -1.29379  -2.23496
H  0.31726  -0.44399  -2.93986
H  0.96946  -1.22876  -0.84331
H  -1.29673  0.21177  0.33849
H  -1.25014  -1.57846  0.24358
H  0.08960  -1.67158  2.13306
H  1.17110  -0.47633  1.48681
H  0.08848  1.58627  2.26854
O  1.17756  2.05696  0.27881
H  0.92079  2.83805  -0.28994
H  0.93140  1.27456  -0.26497

Summary:
HOMO level: -0.32131 Eh
Calculated total energy: -17661.9165 eV
Energy relative to the best compared isomer or geometry (same formula, charge and spin): 0.5048 eV
Structure (SMILES): CNCCS.O
Net charge: 0
2S+1: 1

Here are the Löwdin charges for atoms 1 to 5, given in e: C -0.128; N -0.169; C -0.301; C -0.534; S 0.675

***

2 unconnected molecules or ions with the total composition C3H11NOS in a non-equilibrium geometry, computed with ωB97M-V/def2-TZVPD.

Element x y z (Å)
C  -0.79507  -4.13082  0.46998
S  -1.33565  -2.39989  0.21488
C  -1.90908  -2.47009  -1.48484
H  0.17728  -4.27091  0.01636
H  -1.45363  -4.78807  -0.10492
H  -0.87165  -4.28790  1.53289
H  -2.52104  -3.34294  -1.65635
H  -2.43427  -1.55424  -1.70028
H  -1.07122  -2.54033  -2.18354
N  1.97474  3.28942  -0.36687
C  1.23953  4.00620  0.63915
O  1.30087  3.19058  1.79694
H  2.55665  2.60847  0.09189
H  2.43556  3.88279  -1.03632
H  1.60225  5.01458  0.86913
H  0.17442  4.10355  0.37149
H  0.93031  3.68960  2.53042

Summary:
HOMO level: -0.30583 Eh
Calculated total energy: -17661.3727 eV
Energy relative to the best compared isomer or geometry (same formula, charge and spin): 1.0487 eV
Structure (SMILES): CSC.NCO
Net charge: 0
2S+1: 1

Here are the Löwdin charges for atoms 1 to 5, given in e: C -0.410; S 0.713; C -0.454; H 0.024; H 0.029

***

2 unconnected molecules or ions with the total composition C3H11NOS in a non-equilibrium geometry, computed with ωB97M-V/def2-TZVPD.

Element x y z (Å)
C  -1.99269  0.85611  0.01334
N  -1.03439  0.04389  -0.77582
C  -0.77155  -1.35400  -0.46224
C  0.69459  -1.43905  -0.02374
S  1.02662  -3.02572  0.88031
H  -2.25423  1.87569  -0.29464
H  -1.49054  0.87289  0.97200
H  -2.97885  0.37452  0.09234
H  -1.27177  0.27807  -1.73029
H  -1.38784  -1.71227  0.36695
H  -0.74397  -1.95791  -1.37295
H  1.33697  -1.51639  -0.89319
H  1.17434  -0.72021  0.64624
H  -0.09090  -3.02634  1.65286
O  3.06779  3.32233  -0.01317
H  3.58186  4.13077  0.03293
H  3.13455  2.99764  0.90907

Summary:
HOMO level: -0.31745 Eh
Calculated total energy: -17661.0071 eV
Energy relative to the best compared isomer or geometry (same formula, charge and spin): 1.4143 eV
Structure (SMILES): CNCCS.O
Net charge: 0
2S+1: 1

Here are the Löwdin charges for atoms 1 to 5, given in e: C -0.123; N -0.147; C -0.299; C -0.542; S 0.639

***

2 unconnected molecules or ions with the total composition C3H11NOS2 in a non-equilibrium geometry, computed with ωB97M-V/def2-TZVPD.

Element x y z (Å)
C  -0.13391  -2.85818  1.40950
S  1.04716  -1.61697  0.82400
S  -0.40684  -0.22626  0.32361
C  0.48510  1.15237  -0.34685
C  1.80480  0.77522  -1.02845
N  2.33903  1.99168  -1.72077
H  0.48006  -3.59571  1.92363
H  -0.95262  -2.29706  1.85243
H  -0.66359  -3.38531  0.60937
H  0.64220  2.02027  0.29624
H  -0.07031  1.58334  -1.18224
H  1.70021  -0.03287  -1.73688
H  2.51676  0.65043  -0.22170
H  2.88069  1.69817  -2.52228
H  1.56356  2.55310  -2.04825
O  -4.16099  0.74180  1.38239
H  -5.11254  0.74291  1.50006
H  -3.95875  0.10307  0.68621

Summary:
HOMO level: -0.28615 Eh
Calculated total energy: -28496.5864 eV
Energy relative to the best compared isomer or geometry (same formula, charge and spin): 1.0100 eV
Structure (SMILES): CSSCCN.O
Net charge: 0
2S+1: 1

Here are the Löwdin charges for atoms 1 to 5, given in e: C -0.493; S 0.453; S 0.532; C -0.599; C -0.368